Record 1
{
  "formula": "C34H27F2N8NiO4",
  "method": "the ωB97M-V functional and the def2-TZVPD basis",
  "elements": ["Ni", "F", "C", "C", "C", "C", "C", "F", "C", "C", "C", "C", "C", "C", "N", "H", "H", "H", "H", "H", "H", "C", "O", "C", "C", "C", "C", "C", "C", "N", "N", "C", "C", "C", "C", "O", "C", "N", "C", "C", "C", "C", "H", "H", "H", "H", "H", "H", "H", "H", "H", "H", "H", "H", "N", "C", "N", "C", "N", "O", "C", "O", "C", "N", "C", "C", "C", "H", "H", "H", "H", "H", "H", "H", "H", "H"],
  "positions_angstrom": [[-0.44041, 0.38323, -0.15830], [3.30267, 2.81826, -3.00631], [2.64515, 2.67203, -1.83214], [1.70002, 1.67640, -1.71064], [1.02247, 1.52951, -0.50457], [1.32906, 2.39730, 0.55512], [2.27974, 3.39014, 0.37155], [2.56205, 4.26350, 1.37353], [2.96198, 3.55464, -0.81402], [0.54062, 2.16897, 1.77062], [0.85822, 2.62317, 3.04807], [0.04743, 2.27524, 4.11088], [-1.07299, 1.49314, 3.88346], [-1.31755, 1.06561, 2.59306], [-0.53808, 1.38293, 1.55972], [1.48784, 1.04304, -2.56158], [3.69328, 4.33825, -0.94244], [1.74073, 3.22475, 3.19321], [0.29344, 2.60846, 5.11152], [-1.74776, 1.20785, 4.67774], [-2.17220, 0.44687, 2.36846], [-4.64273, -5.47476, 1.27587], [-3.89453, -6.32446, 0.42543], [-3.47859, -5.78207, -0.76248], [-3.65021, -4.44887, -1.11212], [-3.21448, -3.99035, -2.35003], [-2.63004, -4.85179, -3.27936], [-2.46872, -6.18821, -2.90034], [-2.86791, -6.64972, -1.66093], [-2.31598, -4.58930, -4.64711], [-2.27945, -3.41725, -5.13931], [-1.88932, -2.31485, -4.40914], [-2.41968, -1.09178, -4.84693], [-2.31801, 0.08131, -4.14073], [-1.61099, 0.14515, -2.90532], [-1.54325, 1.14370, -2.17025], [-0.83609, -1.08114, -2.57598], [0.05252, -0.94579, -1.56369], [0.89638, -1.92220, -1.30134], [0.86036, -3.13378, -1.99743], [-0.08884, -3.32312, -2.96535], [-0.96956, -2.27138, -3.30492], [-4.89733, -6.06405, 2.15344], [-5.55865, -5.13354, 0.78574], [-4.06962, -4.59890, 1.58459], [-4.12393, -3.74472, -0.44146], [-3.39285, -2.95271, -2.59271], [-2.03982, -6.86874, -3.62592], [-2.74978, -7.69080, -1.38715], [-2.99503, -1.12782, -5.76592], [-2.78914, 0.99090, -4.49011], [1.62142, -1.73159, -0.52072], [1.57798, -3.90701, -1.75684], [-0.14761, -4.26275, -3.49603], [-2.01054, -0.74052, 0.27458], [-3.06900, -1.06596, 0.63035], [-4.23938, -1.47898, 0.97176], [-4.53416, -1.62028, 2.24822], [-4.85472, -1.78720, 3.35110], [2.39307, -2.95045, 2.21591], [1.23076, -2.28151, 2.20803], [1.12600, -1.16646, 1.77384], [0.05415, -3.08187, 2.73723], [0.51459, -4.22926, 3.54202], [-0.17359, -5.45465, 3.07521], [-1.32651, -4.96279, 2.21002], [-0.74318, -3.70485, 1.57545], [-0.58163, -2.39657, 3.30210], [0.35936, -4.06871, 4.52588], [2.19052, -3.75997, 2.73944], [-0.48738, -6.06141, 3.92458], [0.51798, -6.05563, 2.47838], [-2.18269, -4.70232, 2.83699], [-1.65325, -5.69512, 1.47346], [-1.48470, -3.01295, 1.18167], [-0.07587, -3.96750, 0.75006]],
  "mulliken_charge": [-0.376, -0.365, 0.353, -0.124, 0.244, -0.418, 0.420, -0.366, -0.993, 1.057, -0.935, -0.360, -0.813, -0.084, 0.254, 0.516, 0.489, 0.475, 0.412, 0.492, 0.223, -0.524, -0.478, 0.844, -0.101, -0.331, -0.550, -0.057, -0.779, -0.620, -0.636, 0.493, -0.229, -1.004, 0.603, -0.589, 0.311, 0.216, -0.427, -1.580, -0.674, 0.564, 0.210, 0.373, -0.026, 0.489, 0.371, 0.447, 0.411, 0.408, 0.423, 0.892, 0.420, 0.606, -0.544, 0.893, -0.836, 0.613, -0.715, -0.576, -0.297, -0.259, 0.664, -0.605, -0.812, -0.308, 0.652, 0.496, 0.271, 0.426, 0.400, 0.287, 0.239, 0.067, -0.446, -0.188],
  "homo_ha": [-0.1480, -0.1480],
  "total_charge": -1,
  "orbital_gap_ev": [6.302, 6.304],
  "de_lowest_ev": 0.772,
  "total_energy_ha": -3758.963363,
  "e_lumo_ev": [2.276, 2.276]
}


Record 2
{
  "formula": "C34H27F4N8OPb",
  "method": "the ωB97M-V functional and the def2-TZVPD basis",
  "elements": ["Pb", "C", "N", "C", "C", "C", "C", "C", "C", "N", "C", "C", "C", "C", "C", "C", "N", "C", "C", "C", "C", "C", "N", "H", "H", "H", "H", "H", "H", "H", "H", "H", "H", "H", "H", "H", "H", "H", "H", "H", "H", "C", "C", "C", "C", "O", "H", "H", "H", "H", "H", "H", "H", "H", "H", "F", "C", "C", "F", "C", "C", "C", "F", "C", "C", "C", "N", "C", "N", "F", "C", "C", "N", "C", "N"],
  "positions_angstrom": [[0.00432, 1.08033, 1.69692], [3.18099, -0.02067, 0.99373], [2.09763, 0.27593, 0.03203], [2.50250, 1.40913, -0.82394], [1.39723, 2.39180, -1.16214], [1.64411, 3.43373, -2.04112], [0.63263, 4.34172, -2.30749], [-0.60605, 4.18261, -1.69510], [-0.77850, 3.12359, -0.83411], [0.20392, 2.23697, -0.57001], [1.66199, -0.89759, -0.71631], [1.53252, -2.15188, 0.11315], [2.28802, -3.27687, -0.14173], [2.11824, -4.37556, 0.70093], [1.20466, -4.28939, 1.73386], [0.47982, -3.11073, 1.89674], [0.63983, -2.05449, 1.10451], [3.28019, 1.02180, 2.08525], [4.48920, 1.22334, 2.72734], [4.56716, 2.15205, 3.75374], [3.43262, 2.87241, 4.09851], [2.26179, 2.62533, 3.41559], [2.18128, 1.71217, 2.42930], [4.14525, -0.06329, 0.47561], [3.02993, -0.99761, 1.44814], [2.97718, 1.05180, -1.74535], [3.27069, 1.96787, -0.28704], [2.61688, 3.53452, -2.50523], [0.80606, 5.16580, -2.98702], [-1.41844, 4.87029, -1.88188], [-1.72023, 2.96585, -0.32214], [2.26464, -1.07176, -1.61486], [0.09580, 0.45391, -1.40157], [2.99424, -3.30461, -0.96201], [2.69365, -5.27839, 0.54552], [1.04442, -5.11792, 2.40977], [-0.25616, -3.01764, 2.68652], [5.36191, 0.66079, 2.42218], [5.50352, 2.31830, 4.26972], [3.45311, 3.61682, 4.88151], [1.35133, 3.16898, 3.63091], [-1.86355, 2.44905, 4.27822], [-1.70793, 3.43856, 3.12356], [-2.97358, 3.53666, 2.27797], [-1.34762, 4.84562, 3.69414], [-0.60923, 3.09800, 2.31818], [-2.65657, 2.76582, 4.95529], [-0.94041, 2.37003, 4.85559], [-2.14291, 1.46017, 3.89635], [-3.81561, 3.87461, 2.88187], [-3.23047, 2.55404, 1.86864], [-2.83685, 4.24593, 1.46127], [-2.18570, 5.17566, 4.30945], [-1.19063, 5.55382, 2.88356], [-0.45207, 4.79374, 4.31110], [-4.14518, -3.62509, -1.46965], [-3.36032, -3.68585, -2.52591], [-3.74427, -4.45862, -3.60374], [-4.88078, -5.09953, -3.51652], [-2.94992, -4.56598, -4.77315], [-1.73405, -3.83011, -4.77913], [-1.37330, -3.06726, -3.70167], [-0.22994, -2.37459, -3.72573], [-2.15975, -2.97411, -2.55009], [-1.70170, -2.15700, -1.43042], [-0.64193, -1.37803, -1.43275], [0.27667, -0.55850, -1.26882], [-2.35322, -2.11428, -0.14301], [-2.75942, -2.01081, 0.92511], [-0.93154, -3.86400, -5.81626], [-3.34978, -5.36356, -5.88044], [-2.57390, -5.47835, -7.05817], [-1.97862, -5.57108, -8.04147], [-4.55245, -6.10596, -5.89997], [-5.53336, -6.70849, -5.97579]],
  "mulliken_charge": [1.413, -1.030, 0.575, -1.711, 1.145, -1.142, -0.435, -0.856, -0.505, 0.116, 0.961, -0.931, -1.218, -0.619, -0.695, -0.537, 0.315, 0.625, -1.084, -0.407, -0.941, 0.011, 0.186, 0.421, 0.695, 0.549, 0.592, 0.556, 0.464, 0.496, 0.414, 0.619, 0.047, 0.605, 0.520, 0.493, 0.498, 0.490, 0.465, 0.506, 0.373, -1.495, 1.429, -1.611, -1.559, -0.784, 0.472, 0.290, 0.301, 0.466, 0.244, 0.335, 0.439, 0.379, 0.343, -0.257, 0.127, 0.431, -0.222, -0.053, 0.055, 0.439, -0.259, 0.430, 0.636, 1.026, 0.156, -0.696, -0.386, -0.245, 1.450, -0.241, -0.204, -0.287, -0.191],
  "homo_ha": -0.5511,
  "total_charge": 3,
  "orbital_gap_ev": 2.369,
  "de_lowest_ev": 0.000,
  "total_energy_ha": -2416.285520,
  "e_lumo_ev": -12.628
}


Record 3
{
  "formula": "C34H27IrN2O2S",
  "method": "the ωB97M-V functional and the def2-TZVPD basis",
  "elements": ["Ir", "O", "C", "C", "C", "C", "C", "C", "C", "C", "C", "O", "C", "C", "C", "C", "C", "C", "C", "C", "C", "C", "C", "C", "N", "C", "C", "C", "C", "C", "C", "C", "C", "C", "C", "C", "C", "H", "H", "H", "H", "H", "H", "H", "H", "H", "H", "H", "H", "H", "H", "H", "H", "H", "H", "H", "H", "H", "H", "H", "H", "H", "H", "H", "S", "C", "N"],
  "positions_angstrom": [[0.16373, 0.41224, -0.67144], [1.97653, -0.00761, -0.61881], [2.91158, -0.32451, 0.42155], [2.61081, 0.58184, 1.62085], [1.30854, 0.32854, 2.32955], [1.30144, 0.26944, 3.71436], [0.10562, 0.10215, 4.38499], [-1.05637, -0.05430, 3.65244], [-0.99867, -0.03858, 2.26935], [-2.23106, -0.39315, 1.48283], [-2.67345, 0.56883, 0.37499], [-1.72706, 0.43242, -0.69250], [-2.77699, 2.01742, 0.91788], [-3.55246, 2.21287, 2.06060], [-3.69836, 3.46197, 2.63924], [-3.07422, 4.56960, 2.07854], [-2.33138, 4.41147, 0.92375], [-2.19472, 3.15332, 0.35377], [-4.03421, 0.16452, -0.20098], [-4.69199, -1.01275, 0.13383], [-5.91407, -1.32967, -0.45364], [-6.48392, -0.47936, -1.38605], [-5.82705, 0.69567, -1.73449], [-4.61643, 1.01118, -1.14297], [0.16566, 0.18772, 1.63528], [2.76188, -1.78848, 0.85592], [3.73707, -2.33931, 1.68407], [3.60613, -3.63579, 2.15866], [2.50318, -4.40405, 1.80405], [1.53524, -3.86737, 0.97162], [1.66489, -2.56373, 0.50155], [4.30035, -0.05554, -0.15207], [5.07027, 1.04490, 0.20381], [6.30983, 1.25822, -0.39242], [6.78034, 0.38084, -1.35392], [6.00904, -0.71651, -1.72177], [4.77970, -0.93260, -1.12265], [2.62741, 1.61883, 1.27733], [3.41522, 0.45947, 2.34108], [2.23461, 0.36048, 4.25403], [0.08105, 0.07548, 5.46801], [-2.00733, -0.20994, 4.14412], [-3.04248, -0.53314, 2.18988], [-2.05354, -1.35822, 0.99876], [-4.07435, 1.36655, 2.49524], [-4.31276, 3.57401, 3.52368], [-3.18520, 5.54983, 2.52452], [-1.86148, 5.26007, 0.44115], [-1.90199, 2.55733, -1.61456], [-4.27009, -1.71029, 0.84559], [-6.41432, -2.24975, -0.17895], [-7.43592, -0.72614, -1.83840], [-6.26232, 1.36875, -2.46256], [-4.12827, 1.94357, -1.41040], [4.61325, -1.75522, 1.94695], [4.37483, -4.05211, 2.79839], [2.40852, -5.42078, 2.16519], [0.68073, -4.46548, 0.67654], [0.91090, -2.16857, -0.16571], [4.72942, 1.75017, 0.95089], [6.90380, 2.11573, -0.10046], [7.74558, 0.54765, -1.81546], [6.36905, -1.40735, -2.47375], [4.18532, -1.79478, -1.40584], [0.98005, 3.26720, 0.26854], [-0.12159, 2.75237, -0.81292], [-1.41662, 3.02204, -0.86015]],
  "mulliken_charge": [1.331, -0.620, 3.526, -1.756, 0.612, -1.089, -0.989, -1.064, 0.497, -2.344, 3.215, -0.842, 0.274, -0.581, -0.919, -0.545, -0.232, -0.164, -0.465, -0.241, -0.935, -0.486, -0.855, -0.255, 0.281, -0.104, -0.191, -0.977, -0.445, -1.028, 0.006, -0.544, -0.046, -0.963, -0.431, -0.842, -0.486, 0.166, 0.607, 0.531, 0.461, 0.532, 0.731, 0.847, 0.388, 0.457, 0.427, 0.550, 0.371, 0.409, 0.420, 0.416, 0.421, 0.204, 0.401, 0.437, 0.420, 0.445, 0.211, 0.369, 0.418, 0.421, 0.410, 0.445, 0.021, -0.266, 0.029],
  "homo_ha": [-0.3964, -0.4220],
  "total_charge": 1,
  "orbital_gap_ev": [7.912, 5.907],
  "de_lowest_ev": 0.551,
  "total_energy_ha": -2073.973342,
  "e_lumo_ev": [-2.874, -5.575],
  "spin_multiplicity": 6
}


> What is the formula in the second record?

C34H27F4N8OPb